1.
Density functional theory data (ωB97M-V/def2-TZVPD) for one molecule with the formula C18H22FN5O5S.

The calculation puts the LUMO energy at 0.4 eV. The SMILES is O=C(NCCCn1ccnc1)C(=O)NC[C@H]1OCCN1S(=O)(=O)c1ccc(F)cc1. As for the highest occupied orbital energy: -8.54 eV.

Element x y z (Å)
O1 -2.18640 -2.07957 -2.43084
C1 -1.77920 -0.93843 -2.29777
N1 -2.43136 0.07069 -1.71371
C2 -3.73763 -0.07160 -1.10850
C3 -3.74609 -1.06605 0.05657
C4 -2.83173 -0.63356 1.20642
N2 -3.24339 0.61942 1.77921
C5 -4.33092 0.83016 2.57975
C6 -4.35581 2.16998 2.83777
N3 -3.31533 2.78135 2.21343
C7 -2.67341 1.83186 1.58828
C8 -0.40894 -0.51142 -2.82569
O2 -0.12477 0.64832 -3.06155
N4 0.39704 -1.56952 -3.03990
C9 1.80595 -1.40637 -3.26285
C10 2.53235 -1.16254 -1.91189
O3 3.87434 -0.79858 -2.05891
C11 3.91351 0.61026 -2.23343
C12 2.65667 1.15515 -1.52264
N5 1.91418 -0.05103 -1.23584
S1 0.86214 -0.19199 0.00778
O4 -0.04435 0.91656 -0.02419
O5 0.31972 -1.51672 -0.06042
C13 1.88772 -0.03349 1.46343
C14 2.62900 -1.12298 1.88168
C15 3.48007 -0.99209 2.96461
C16 3.56256 0.23966 3.59585
F1 4.39137 0.37368 4.64340
C17 2.81926 1.33529 3.18706
C18 1.97167 1.18993 2.10201
H1 -1.90964 0.92697 -1.58503
H2 -4.43124 -0.43532 -1.87409
H3 -4.06314 0.91438 -0.77324
H4 -3.40633 -2.03401 -0.31095
H5 -4.77225 -1.16693 0.41538
H6 -1.80831 -0.52582 0.84122
H7 -2.84410 -1.40318 1.98518
H8 -4.96997 0.03097 2.89540
H9 -5.05057 2.73091 3.43028
H10 -1.78818 1.96297 0.99840
H11 0.04120 -2.45656 -2.70709
H12 1.93848 -0.52630 -3.89686
H13 2.22077 -2.28725 -3.75344
H14 2.46966 -2.06535 -1.29448
H15 4.84436 0.96414 -1.78892
H16 3.90289 0.86221 -3.29941
H17 2.89437 1.67384 -0.58996
H18 2.06595 1.81253 -2.16592
H19 2.51889 -2.06332 1.36643
H20 4.07180 -1.81912 3.32297
H21 2.90766 2.27214 3.71336
H22 1.35947 2.00571 1.75162

2.
Density functional theory data (ωB97M-V/def2-TZVPD) for C28H53Ge4N2ORh as an isolated structure.

Its total charge is +3. The calculation puts the LUMO energy (alpha / beta) at -8.2 / -11.3 eV. Its multiplicity is 6. Its expectation value of S² is 8.765. As for the highest occupied orbital energy (alpha / beta): -15.97 / -16.89 eV.

Element x y z (Å)
Rh1 -0.14188 0.03838 1.13966
N1 -3.33967 -2.81644 1.94533
C1 -3.00600 -1.59189 1.52937
N2 -3.96443 -0.65896 1.43758
O1 -1.80041 -1.34438 1.24579
H1 -4.28424 -3.07743 2.17546
H2 -2.60616 -3.48965 2.09108
H3 -4.92885 -0.85202 1.65313
H4 -3.73595 0.24405 1.06438
C2 0.95488 1.97715 -4.48222
C3 0.56654 1.50733 -3.08600
C4 -0.68145 2.20719 -2.56514
C5 -1.14593 1.68490 -1.17990
Ge1 0.03383 2.51053 0.14290
C6 -0.52262 4.10654 1.03674
C7 -0.27460 5.29177 0.06524
C8 -1.47748 5.56025 -0.83587
C9 -1.18108 6.59811 -1.90962
H5 1.83216 1.44343 -4.84673
H6 1.19174 3.04169 -4.48639
H7 0.14219 1.81436 -5.19194
H8 1.40845 1.65742 -2.40164
H9 0.37410 0.42860 -3.09052
H10 -1.50602 2.05505 -3.26662
H11 -0.52362 3.29139 -2.53639
H12 -1.14070 0.58679 -1.19560
H13 -2.16024 2.01715 -0.95431
H14 1.53413 2.35670 -0.12427
H15 0.03891 4.22636 1.96313
H16 -1.58353 4.03920 1.27624
H17 0.61774 5.12634 -0.55322
H18 -0.04580 6.18016 0.65485
H19 -2.31278 5.89150 -0.21364
H20 -1.80920 4.62496 -1.30804
H21 -0.83917 7.53397 -1.46634
H22 -2.06975 6.81688 -2.49891
H23 -0.40089 6.25171 -2.59094
C10 0.11577 1.88686 5.53401
Ge2 -1.04997 1.16683 4.15595
C11 -2.53908 2.29547 3.65654
C12 -1.56777 -0.67054 4.49356
C13 0.39031 1.19672 2.63749
H24 -0.46953 2.03571 6.44354
H25 0.53439 2.84637 5.23459
H26 0.92166 1.18810 5.75415
H27 -3.28106 2.24847 4.45536
H28 -3.01186 1.94158 2.73949
H29 -2.24169 3.33449 3.53699
H30 -1.85508 -0.75426 5.54300
H31 -0.74380 -1.36284 4.31718
H32 -2.42829 -0.96253 3.89614
H33 1.18819 0.49950 2.96844
H34 0.81617 2.19981 2.64436
C14 1.06253 -4.56050 -3.35504
Ge3 -0.33669 -3.51107 -2.53604
C15 -1.05571 -2.07595 -3.60450
C16 -1.58315 -4.38476 -1.34810
Ge4 1.10406 -2.15708 -0.51097
C17 2.55609 -1.23820 -1.38637
C18 2.82009 -1.25598 -2.75452
C19 3.94316 -0.60705 -3.23588
C20 4.78348 0.08035 -2.36236
C21 4.50934 0.12006 -0.99995
C22 3.38910 -0.52848 -0.50543
C23 1.29681 -3.54038 0.82685
C24 1.55640 -4.86738 0.46938
C25 1.82571 -5.80489 1.45357
C26 1.82833 -5.42768 2.79179
C27 1.55819 -4.11409 3.15341
C28 1.27922 -3.17238 2.17604
H35 0.57944 -5.42331 -3.82422
H36 1.79010 -4.93588 -2.63905
H37 1.57537 -3.99408 -4.12918
H38 -1.70300 -2.53828 -4.35677
H39 -0.26982 -1.53480 -4.12835
H40 -1.66364 -1.38999 -3.01626
H41 -2.41884 -4.74708 -1.95286
H42 -1.96997 -3.67832 -0.61416
H43 -1.12054 -5.22871 -0.84288
H44 2.16950 -1.78220 -3.44038
H45 4.17510 -0.64143 -4.29236
H46 5.66120 0.58252 -2.74691
H47 5.17408 0.64304 -0.32514
H48 3.18727 -0.52108 0.56150
H49 1.57379 -5.17241 -0.56686
H50 2.04388 -6.82777 1.17681
H51 2.04577 -6.16224 3.55570
H52 1.57309 -3.82393 4.19574
H53 1.06963 -2.14742 2.46632

3.
Density functional theory data (ωB97M-V/def2-TZVPD) for C27H41ClLaN3O7S as an isolated structure at a distorted geometry.

The calculation puts the LUMO energy at 0.2 eV. As for the highest occupied orbital energy: -7.79 eV.

Element x y z (Å)
O1 0.32555 0.43735 -1.77296
C1 -0.33878 0.47785 -2.96487
C2 -0.05550 1.78501 -3.69808
C3 0.52305 2.86915 -3.03159
H1 0.79862 2.76784 -1.98223
C4 0.72804 4.07066 -3.70911
H2 1.18865 4.90028 -3.17095
C5 0.34155 4.20182 -5.04647
H3 0.48301 5.15382 -5.56300
C6 -0.22708 3.10872 -5.71583
H4 -0.52670 3.20188 -6.76053
C7 -0.40740 1.89881 -5.04468
H5 -0.84504 1.02721 -5.53867
H6 0.00962 -0.35006 -3.61824
C8 -2.28574 -1.26796 -2.69748
C9 -1.87390 0.17256 -2.77986
H7 -3.26965 -1.40778 -3.17158
H8 -2.36525 -1.61878 -1.65812
H9 -1.55736 -1.89599 -3.23206
C10 -2.74533 1.19335 -2.74858
C11 -4.20375 1.08826 -2.44525
H10 -2.39619 2.20863 -2.94835
H11 -4.79939 1.53520 -3.25184
H12 -4.45062 1.64167 -1.53143
H13 -4.53620 0.05412 -2.30833
La1 -0.08268 0.04034 0.49915
Cl1 -2.79109 0.19922 0.66843
C12 -1.02444 -0.06413 3.54118
O2 -0.19745 -0.81303 2.95370
N1 -1.34758 -0.12915 4.82862
C13 -0.85683 -1.20328 5.68476
C14 -2.25947 0.84731 5.41424
H14 -1.55243 0.72676 2.98001
H15 -0.32932 -1.93464 5.07029
H16 -1.70864 -1.67136 6.19507
H17 -0.18411 -0.80094 6.45434
H18 -2.47198 1.61630 4.66228
H19 -1.80346 1.31886 6.29694
H20 -3.19852 0.36138 5.71759
H21 5.01910 1.90095 -2.31479
H22 5.07862 2.10475 0.28149
C15 3.92860 1.88058 -2.16276
C16 3.99817 1.90814 0.31874
N2 3.59887 1.22563 -0.90706
H23 3.45753 1.33455 -2.98816
C17 3.04259 0.00790 -0.90698
O3 2.46265 -0.52104 0.07314
H24 3.74584 1.29543 1.18571
H25 3.09893 -0.50771 -1.87982
H26 3.56038 2.91746 -2.15572
H27 3.47722 2.87230 0.39227
H28 0.01926 -5.70517 0.51116
H29 2.17637 -5.72908 -1.16344
C18 -0.42689 -5.15516 -0.32857
C19 1.58652 -5.04877 -1.79379
N3 0.57975 -4.34430 -1.00613
H30 -1.22369 -4.50490 0.03936
C20 0.67700 -3.03726 -0.78403
O4 -0.12004 -2.38799 -0.04692
H31 2.25386 -4.31074 -2.25081
H32 1.51118 -2.52881 -1.29264
H33 -0.82496 -5.88499 -1.04015
H34 1.10498 -5.64256 -2.58032
C21 0.90137 2.72910 8.18023
C22 0.88958 2.83247 6.68427
C23 1.56307 1.87607 5.91975
C24 1.55910 1.93529 4.52808
C25 0.83657 2.94036 3.88316
C26 0.17492 3.92200 4.63142
C27 0.20226 3.86034 6.02331
S1 0.67931 2.92502 2.09406
O5 1.36718 4.09228 1.60284
O6 1.35307 1.63297 1.69633
O7 -0.75172 2.79621 1.79731
H35 0.47439 1.77372 8.51670
H36 1.92389 2.77554 8.57821
H37 0.32142 3.53788 8.63548
H38 2.10010 1.07089 6.42578
H39 2.09511 1.19195 3.94739
H40 -0.36276 4.71933 4.12374
H41 -0.32064 4.60901 6.62164

4.
Density functional theory data (ωB97M-V/def2-TZVPD) for one molecule with the formula C6H10O2 at a distorted geometry.

The calculation puts the LUMO energy at 1.0 eV. The SMILES is C1C[C@@H]2CC[C@H](O1)O2. As for the highest occupied orbital energy: -9.35 eV.

Element x y z (Å)
C1 -1.76271 -0.51443 -0.09736
C2 -1.32995 0.92828 -0.22566
C3 0.04709 0.97586 0.48306
C4 1.34157 0.68941 -0.37288
C5 1.63055 -0.66231 -0.28500
C6 0.39657 -1.12244 0.49114
O1 -0.69421 -1.40210 -0.40706
O2 0.05915 -0.22983 1.34385
H1 -2.71453 -0.78359 -0.71567
H2 -2.17830 -0.81998 0.90548
H3 -1.26617 1.33689 -1.24407
H4 -1.97700 1.52360 0.54128
H5 0.31054 1.95517 1.06844
H6 2.25963 1.37438 -0.16381
H7 0.99850 1.00516 -1.38555
H8 1.70279 -1.24079 -1.20035
H9 2.52296 -0.94940 0.33380
H10 0.65351 -2.06386 0.93036